{
  "formula": "C4H2BrN3O5",
  "method": "ωB97M-V/def2-TZVPD",
  "gap_ev": [9.4, 9.4],
  "spin_multiplicity": 1,
  "smiles": "O=c1[nH]c(=O)c(Br)[n+]([O-])o1.N=C=O",
  "molar_mass_g_mol": 251.98,
  "species": ["Br", "O", "O", "O", "O", "O", "N", "N", "N", "C", "C", "C", "C", "H", "H"],
  "xyz": [[-0.851, -3.502, 0.222], [-0.437, 0.585, 0.850], [2.025, -2.863, -0.452], [-0.465, -0.215, -2.189], [-2.138, -1.483, -1.606], [1.249, 0.800, -3.183], [1.649, -1.058, -1.824], [-2.327, 1.583, 0.030], [-0.966, -1.339, -1.410], [-1.352, 1.190, 0.564], [1.306, -2.058, -0.874], [-0.136, -1.999, -0.678], [0.867, -0.042, -2.411], [-3.087, 2.193, 0.079], [2.595, -0.994, -2.171]],
  "mulliken_charge": [-0.060, -0.398, -0.474, -0.290, -0.617, -0.531, -0.134, -0.342, 0.762, 0.549, 0.460, 0.070, 0.569, 0.229, 0.208]
}

{
  "formula": "C4H2Cl2F3I",
  "method": "ωB97M-V/def2-TZVPD",
  "gap_ev": 9.4,
  "relative_energy_kj_mol": 8.2,
  "spin_multiplicity": 1,
  "molar_mass_g_mol": 304.86,
  "species": ["I", "Cl", "Cl", "F", "F", "F", "C", "C", "C", "C", "H", "H"],
  "xyz": [[2.878, -0.235, 0.311], [0.710, 1.905, 1.476], [-0.587, 2.493, -0.867], [-0.812, -1.942, -1.001], [1.115, 0.030, -1.939], [0.340, -2.118, 0.759], [-1.033, -0.038, 0.435], [0.933, -0.019, -0.617], [-0.157, -1.142, -0.062], [-0.030, 1.049, 0.077], [-1.302, 0.022, 1.596], [-2.055, -0.003, -0.168]],
  "mulliken_charge": [0.179, -0.166, -0.164, -0.310, -0.246, -0.279, -0.953, -0.349, 1.027, 0.675, 0.268, 0.319]
}

{
  "formula": "C4H2ClNOS",
  "method": "ωB97M-V/def2-TZVPD",
  "gap_ev": 8.0,
  "relative_energy_kj_mol": 243.9,
  "spin_multiplicity": 1,
  "smiles": "S=C1ON=C/C1=C\\Cl",
  "molar_mass_g_mol": 147.59,
  "species": ["Cl", "S", "O", "N", "C", "C", "C", "C", "H", "H"],
  "xyz": [[2.350, -1.019, 1.248], [-0.266, 1.262, -2.514], [-1.871, 0.355, -0.651], [-1.961, -0.120, 0.676], [-0.605, 0.604, -1.084], [0.195, -0.021, -0.040], [1.527, -0.046, 0.055], [-0.801, -0.427, 1.058], [-0.646, -0.878, 2.075], [2.078, 0.292, -0.823]],
  "mulliken_charge": [-0.145, -0.296, -0.173, -0.320, 0.157, 0.400, -0.174, -0.143, 0.341, 0.353]
}

{
  "formula": "C4H2CrO2",
  "method": "ωB97M-V/def2-TZVPD",
  "gap_ev": [4.6, 5.7],
  "relative_energy_kj_mol": 155.4,
  "spin_multiplicity": 5,
  "s2": 6.0223,
  "charge": 2,
  "molar_mass_g_mol": 134.05,
  "species": ["Cr", "O", "O", "C", "C", "C", "C", "H", "H"],
  "xyz": [[4.145, 0.627, 0.210], [-3.195, 0.865, 0.418], [2.360, 0.375, -0.003], [-1.086, 0.102, -0.249], [0.096, -0.124, -0.055], [1.444, -0.395, 0.293], [-2.544, 0.106, -0.248], [-2.848, -0.263, -1.271], [1.629, -1.293, 0.904]],
  "mulliken_charge": [1.850, -0.264, -0.708, 0.892, -0.306, 0.001, -0.107, 0.257, 0.384]
}

{
  "formula": "C4H2F2O",
  "method": "ωB97M-V/def2-TZVPD",
  "gap_ev": 7.6,
  "relative_energy_kj_mol": 705.3,
  "spin_multiplicity": 1,
  "molar_mass_g_mol": 104.05,
  "species": ["F", "F", "O", "C", "C", "C", "C", "H", "H"],
  "xyz": [[-1.595, 1.958, -1.286], [0.151, 1.004, -1.995], [1.489, -1.412, 1.289], [-0.565, 1.201, -0.948], [-1.119, -0.196, -0.193], [-1.788, -1.256, -0.529], [-0.307, 0.788, 0.401], [2.316, -0.890, 1.017], [1.417, -1.197, 2.244]],
  "mulliken_charge": [-0.165, -0.163, -0.657, 0.873, 0.433, -0.252, -0.716, 0.323, 0.324]
}

{
  "formula": "C4H2F2O",
  "method": "ωB97M-V/def2-TZVPD",
  "gap_ev": 8.3,
  "relative_energy_kj_mol": 544.1,
  "spin_multiplicity": 1,
  "molar_mass_g_mol": 104.05,
  "species": ["F", "F", "O", "C", "C", "C", "C", "H", "H"],
  "xyz": [[-1.442, -1.829, 0.525], [0.054, -1.298, -1.051], [-1.234, 0.319, -0.289], [2.158, 1.623, -1.036], [0.715, 0.324, 0.730], [-0.496, -0.713, 0.094], [1.395, 0.992, -0.157], [-2.001, 0.044, -0.691], [0.851, 0.538, 1.876]],
  "mulliken_charge": [-0.287, -0.231, -0.380, -0.481, -0.248, 0.743, 0.307, 0.282, 0.295]
}

{
  "formula": "C4H2F4",
  "method": "ωB97M-V/def2-TZVPD",
  "gap_ev": 9.2,
  "relative_energy_kj_mol": 208.3,
  "spin_multiplicity": 1,
  "molar_mass_g_mol": 126.05,
  "species": ["F", "F", "F", "F", "C", "C", "C", "C", "H", "H"],
  "xyz": [[0.870, -1.822, 1.109], [-2.687, -0.176, -0.010], [-2.142, 1.924, 0.001], [0.926, -1.847, -1.090], [1.063, 0.385, -0.003], [-1.653, 0.668, 0.002], [-0.400, 0.387, -0.015], [0.972, -1.110, 0.002], [1.519, 0.790, 0.899], [1.531, 0.800, -0.894]],
  "mulliken_charge": [-0.199, -0.219, -0.216, -0.201, -0.093, 0.310, -0.220, 0.371, 0.231, 0.235]
}

{
  "formula": "C4H2I5O2",
  "method": "ωB97M-V/def2-TZVPD",
  "gap_ev": 7.2,
  "relative_energy_kj_mol": 0.0,
  "spin_multiplicity": 1,
  "charge": -1,
  "molar_mass_g_mol": 716.58,
  "species": ["I", "I", "I", "I", "I", "O", "O", "C", "C", "C", "C", "H", "H"],
  "xyz": [[1.408, 0.782, -2.095], [-1.087, -1.717, -1.418], [-3.595, 0.513, -0.040], [1.533, 1.648, 1.288], [-0.851, -1.082, 2.032], [1.434, -2.215, -0.052], [3.016, -0.797, 0.660], [-0.616, -0.223, 0.071], [0.982, 0.101, -0.103], [-1.493, 0.972, -0.117], [1.932, -1.126, 0.210], [-1.332, 1.718, 0.662], [-1.330, 1.426, -1.096]],
  "mulliken_charge": [0.159, 0.317, 0.048, 0.198, 0.295, -0.602, -0.680, -0.742, -0.702, -0.942, 0.788, 0.440, 0.423]
}

{
  "formula": "C4H2IN",
  "method": "ωB97M-V/def2-TZVPD",
  "gap_ev": [7.4, 7.8],
  "relative_energy_kj_mol": 203.7,
  "spin_multiplicity": 1,
  "smiles": "N#CC1=C(I)C1",
  "molar_mass_g_mol": 190.97,
  "species": ["I", "N", "C", "C", "C", "C", "H", "H"],
  "xyz": [[-2.561, -1.776, 0.391], [0.270, 3.127, -0.092], [-0.048, 0.630, -0.048], [0.017, 1.965, -0.062], [-0.856, -0.773, -0.166], [0.617, -0.787, -0.022], [1.230, -1.259, 0.878], [1.332, -1.127, -0.879]],
  "mulliken_charge": [0.219, -0.454, -0.015, 0.717, -0.460, -0.362, 0.190, 0.166]
}

{
  "formula": "C4H2IN2O2",
  "method": "ωB97M-V/def2-TZVPD",
  "gap_ev": [6.8, 6.8],
  "relative_energy_kj_mol": 445.2,
  "spin_multiplicity": 1,
  "charge": -1,
  "molar_mass_g_mol": 236.98,
  "species": ["I", "O", "O", "N", "N", "C", "C", "C", "C", "H", "H"],
  "xyz": [[3.540, -1.006, 0.209], [-0.980, 3.045, -0.670], [-0.299, 1.771, 1.262], [-1.004, -0.295, 0.022], [0.852, -1.622, -0.499], [1.655, -0.730, -0.966], [-0.526, 2.145, 0.001], [-0.112, 0.791, 0.062], [-0.396, -1.547, -0.194], [-1.063, -2.339, 0.036], [-1.667, -0.214, 0.739]],
  "mulliken_charge": [-0.242, -0.648, -0.475, -0.125, -0.234, -0.240, 0.716, -0.413, 0.020, 0.396, 0.246]
}